# 1
The following is a quantum chemistry calculation of a 11-piece molecular cluster, H21O11 overall, from the OMol25 dataset.

```
32
Properties=species:S:1:pos:R:3:nbo_charge:R:1
O 0.65 -0.62 0.03 -1.20
H 0.85 0.17 0.00 0.43
O 2.18 1.77 -2.47 -0.94
H 3.12 1.66 -2.21 0.45
H 1.87 0.99 -2.06 0.48
O 1.41 -1.02 -2.45 -1.00
H 1.98 -1.74 -2.56 0.46
H 1.23 -1.02 -1.49 0.49
O 2.71 -1.66 0.97 -1.04
H 1.94 -1.39 0.42 0.50
H 2.57 -2.02 1.84 0.47
O -0.15 2.99 0.13 -1.01
H -0.73 3.73 0.30 0.48
H -0.22 2.44 -0.66 0.52
O -0.42 2.44 2.76 -0.96
H -1.35 2.37 2.97 0.47
H -0.31 2.12 1.87 0.50
O -1.67 -1.17 -1.35 -1.01
H -1.47 -1.38 -2.34 0.49
H -0.75 -1.13 -0.98 0.51
O -2.79 -0.48 1.20 -0.97
H -3.20 -1.31 1.42 0.46
H -2.17 -0.89 0.48 0.50
O -1.29 1.40 -1.92 -0.98
H -2.16 1.57 -1.61 0.46
H -1.15 0.51 -1.44 0.50
O 0.39 -0.16 2.66 -1.02
H 0.44 -0.42 1.69 0.49
H 0.00 0.66 2.82 0.47
O -0.64 -2.79 0.95 -0.99
H -0.74 -3.56 0.28 0.47
H -0.11 -2.07 0.74 0.50
```

Results
Energy above the lowest of the compared OMol25 structures with the same formula, charge and spin, kJ/mol: 276.1
DFT total energy, hartree: -840.23918
Highest occupied orbital energy, eV: -6.42
Charge: -1

---

# 2
The following is a quantum chemistry calculation of H22KrNeO11 as an isolated structure, from the OMol25 dataset.

```
35
Properties=species:S:1:pos:R:3:nbo_charge:R:1
Ne 0.17 0.22 0.31 0.00
Kr 1.43 2.58 1.78 0.00
O -1.75 -1.58 1.86 -0.96
H -2.54 -2.11 1.95 0.48
H -1.04 -2.13 2.20 0.50
O -1.91 -2.57 -0.96 -0.96
H -1.12 -3.09 -0.84 0.48
H -2.13 -2.25 -0.09 0.49
O -1.46 1.15 3.03 -0.97
H -1.39 0.40 2.45 0.50
H -2.21 0.95 3.60 0.48
O 1.59 -1.68 -1.81 -0.96
H 1.76 -1.44 -2.72 0.48
H 1.66 -0.86 -1.33 0.48
O 3.11 1.29 -1.43 -0.96
H 3.15 2.25 -1.40 0.48
H 3.14 1.03 -0.51 0.49
O 1.37 -2.48 1.93 -0.97
H 1.71 -1.82 1.32 0.49
H 2.14 -2.84 2.36 0.47
O -3.49 1.69 -0.66 -0.97
H -2.71 1.65 -1.21 0.48
H -3.27 2.32 0.03 0.48
O 3.01 -0.62 0.62 -0.96
H 3.58 -0.51 1.37 0.49
H 3.45 -1.27 0.07 0.50
O 0.83 1.48 -2.99 -0.99
H 1.61 1.27 -2.47 0.47
H 0.25 0.74 -2.85 0.48
O -1.41 -0.13 -2.33 -0.97
H -1.54 -0.22 -3.28 0.47
H -1.40 -1.03 -2.01 0.50
O -1.83 3.19 1.08 -0.97
H -1.23 3.91 1.27 0.47
H -1.55 2.48 1.66 0.49
```

Results
Energy above the lowest of the compared OMol25 structures with the same formula, charge and spin, kJ/mol: 36.3
DFT total energy, hartree: -3723.40211
Highest occupied orbital energy, eV: -9.99
Charge: 0

---

- The lowest DFT total energy belongs to which entry?
  H22KrNeO11

---

- Which of these has the highest charge?
  H22KrNeO11